No. 1
Below is a structure of composition C20H21O3Pd in a non-equilibrium geometry, with properties calculated with ωB97M-V/def2-TZVPD.

```
45
Properties=species:S:1:pos:R:3
C 1.125 -1.475 3.531
C -0.127 -1.817 2.963
C 0.076 -2.066 1.542
H -1.053 -1.985 3.499
C 1.478 -1.730 1.246
C 2.095 -1.395 2.496
H 3.148 -1.176 2.634
H 1.312 -1.316 4.589
H -0.589 -2.589 0.868
H 1.958 -1.886 0.285
C -0.210 2.145 2.100
C 0.084 1.911 3.480
C 1.469 1.617 3.606
H -0.621 2.000 4.301
C 2.061 1.642 2.322
C 1.049 1.976 1.342
H 1.207 2.319 0.323
H -1.112 2.582 1.691
H 1.988 1.411 4.539
H 3.111 1.477 2.102
Pd -0.001 0.032 1.116
O -0.262 0.301 -0.682
C -1.010 -0.612 -1.484
C 0.186 -0.959 -2.309
H -1.468 -1.469 -0.994
H -1.674 -0.012 -2.081
H 0.866 -1.720 -1.882
H 1.705 -1.716 -4.260
C 1.342 -0.693 -4.404
C 0.613 -0.109 -3.322
C 0.197 1.256 -3.513
H -0.305 1.749 -2.671
C 0.384 1.902 -4.734
H 0.030 2.928 -4.874
C 1.015 1.251 -5.802
H 1.134 1.747 -6.767
C 1.497 -0.055 -5.627
H 1.991 -0.574 -6.450
C -4.061 -1.168 1.693
O -2.627 -1.218 1.589
C -2.073 -0.002 1.407
O -2.727 1.007 1.417
H -4.490 -0.672 0.816
H -4.341 -0.629 2.607
H -4.368 -2.210 1.749
```

Results
* net charge: -1
* LUMO (alpha / beta): 2.744 / 2.526 eV
* expectation value of S²: 2.044
* Kohn-Sham gap (alpha / beta): 5.8 / 5.6 eV
* highest occupied orbital energy (alpha / beta): -3.10 / -3.05 eV
* multiplicity: 3
* E: -1128.0900 a.u.

Here are the Löwdin charges for atoms 1 to 6, given in e:
1 C -0.15
2 C -0.15
3 C -0.28
4 H 0.08
5 C -0.21
6 C -0.16



No. 2
Below is a structure of composition C20H21O3Tm in a non-equilibrium geometry, with properties calculated with ωB97M-V/def2-TZVPD.

```
45
Properties=species:S:1:pos:R:3
C -0.700 -3.033 2.118
C -0.172 -1.998 2.952
C -0.503 -0.737 2.365
H 0.319 -2.148 3.917
C -1.243 -0.999 1.167
C -1.367 -2.413 1.020
H -1.927 -2.938 0.245
H -0.699 -4.102 2.353
H -0.270 0.244 2.783
H -1.698 -0.244 0.527
C 2.596 -1.193 -1.151
C 2.781 -2.601 -0.952
C 1.557 -3.262 -1.280
H 3.716 -3.098 -0.699
C 0.614 -2.270 -1.689
C 1.246 -0.986 -1.590
H 0.802 -0.032 -1.872
H 3.370 -0.437 -1.032
H 1.420 -4.342 -1.318
H -0.386 -2.471 -2.074
Tm 1.085 -1.812 0.758
O -0.885 1.702 -0.520
C -0.518 2.735 0.359
C -1.883 2.924 -0.277
H -0.517 2.422 1.397
H 0.238 3.433 0.005
H -2.759 2.647 0.330
H -4.119 4.444 -0.709
C -3.302 4.678 -1.411
C -2.096 3.917 -1.330
C -1.061 4.250 -2.241
H -0.127 3.689 -2.199
C -1.232 5.272 -3.183
H -0.421 5.492 -3.882
C -2.421 6.008 -3.238
H -2.541 6.812 -3.964
C -3.458 5.709 -2.337
H -4.392 6.282 -2.370
C 2.933 -4.809 3.289
C 3.081 -4.138 1.965
O 3.803 -4.621 1.090
O 2.383 -3.018 1.834
H 2.812 -5.886 3.137
H 2.085 -4.411 3.848
H 3.855 -4.662 3.862
```

Results
* LUMO (alpha / beta): -0.045 / -0.020 eV
* expectation value of S²: 2.003
* Kohn-Sham gap (alpha / beta): 8.3 / 8.3 eV
* highest occupied orbital energy (alpha / beta): -8.34 / -8.37 eV
* multiplicity: 3
* E: -2085.6359 a.u.
* relative energy (zero: lowest compared OMol25 entry of this formula, charge and spin): 0.000 eV

Here are the Löwdin charges for atoms 1 to 6, given in e:
1 C -0.18
2 C -0.20
3 C -0.21
4 H 0.11
5 C -0.21
6 C -0.19



No. 3
Below is an isolated molecule of C20H22BNO5 in a non-equilibrium geometry, with properties calculated with ωB97M-V/def2-TZVPD.

```
49
Properties=species:S:1:pos:R:3
C -0.389 -1.300 3.447
O 0.225 -0.110 3.008
C -0.642 0.769 2.188
C -1.221 0.014 1.051
O -2.379 0.165 0.704
N -0.369 -0.913 0.473
C -0.607 -1.626 -0.796
C 0.715 -2.163 -1.330
C 1.637 -1.079 -1.706
C 2.511 -0.362 -0.929
O 3.234 0.585 -1.659
C 2.796 0.417 -2.958
C 3.075 1.169 -4.102
C 4.137 2.205 -4.100
C 2.351 0.923 -5.240
C 1.396 -0.104 -5.318
C 1.136 -0.887 -4.230
C 1.806 -0.618 -3.025
B -1.606 -2.884 -0.594
O -2.847 -2.548 -0.067
O -1.156 -4.185 -0.907
C -1.593 1.473 3.090
C -1.082 2.271 4.093
C -1.908 2.792 5.066
C -3.271 2.595 4.948
C -3.809 1.860 3.909
C -2.952 1.281 3.002
H 0.277 -1.780 4.165
H -1.376 -1.105 3.864
H -0.461 -2.000 2.629
H 0.042 1.534 1.774
H 0.516 -1.170 0.950
H -1.027 -0.926 -1.512
H 0.578 -2.860 -2.147
H 1.161 -2.756 -0.517
H 2.548 -0.407 0.152
H 4.847 2.025 -4.900
H 3.676 3.171 -4.279
H 4.612 2.263 -3.111
H 2.531 1.567 -6.072
H 0.789 -0.225 -6.243
H 0.457 -1.714 -4.238
H -2.837 -1.604 0.178
H -1.836 -4.820 -0.594
H -0.019 2.337 4.185
H -1.520 3.346 5.922
H -3.928 2.954 5.763
H -4.872 1.789 3.771
H -3.350 0.641 2.241
```

Results
* LUMO: 0.450 eV
* Kohn-Sham gap: 8.7 eV
* highest occupied orbital energy: -8.27 eV
* E: -1231.2161 a.u.
* relative energy (zero: lowest compared OMol25 entry of this formula, charge and spin): 1.184 eV
* SMILES string: CO[C@@H](C(=O)N[C@@H](Cc1coc2c(C)cccc12)B(O)O)c1ccccc1

Here are the Löwdin charges for atoms 1 to 6, given in e:
1 C -0.08
2 O -0.15
3 C -0.18
4 C -0.40
5 O 0.06
6 N 0.12



No. 4
Below is a structure of composition C20H22BeN4O3, with properties calculated with ωB97M-V/def2-TZVPD.

```
50
Properties=species:S:1:pos:R:3
Be -0.079 -0.432 -0.798
O -4.071 2.659 5.238
C -3.098 2.967 4.379
O -2.657 4.073 4.281
C -2.553 1.859 3.511
C -1.173 1.746 3.367
C -0.634 0.855 2.460
C -1.479 0.066 1.685
C -2.861 0.165 1.833
C -3.395 1.058 2.747
N -0.940 -0.807 0.700
C -1.325 -2.027 0.644
C -0.911 -2.802 -0.518
C -1.059 -4.171 -0.632
C -0.676 -4.778 -1.823
C -0.165 -3.991 -2.842
C -0.021 -2.626 -2.636
N -0.386 -2.037 -1.501
H -4.255 1.715 5.297
H -0.530 2.377 3.967
H 0.440 0.755 2.365
H -3.515 -0.418 1.195
H -4.470 1.156 2.835
H -1.968 -2.474 1.399
H -1.451 -4.742 0.198
H -0.786 -5.847 -1.949
H 0.117 -4.422 -3.792
H 0.390 -1.994 -3.412
N 5.636 0.444 -1.672
C 4.340 0.260 -1.427
C 3.862 -0.063 -0.137
C 2.528 -0.261 0.067
N 1.598 -0.165 -0.907
C 2.050 0.159 -2.142
C 3.361 0.377 -2.444
H 6.320 0.359 -0.940
H 5.966 0.686 -2.591
H 4.551 -0.149 0.692
H 2.158 -0.513 1.054
H 1.300 0.256 -2.919
H 3.647 0.643 -3.452
C 0.207 2.754 -0.622
C -0.701 2.213 -1.701
O -0.916 0.756 -1.574
H 0.142 3.841 -0.641
H 1.248 2.477 -0.780
H -0.121 2.422 0.362
H -0.287 2.400 -2.692
H -1.679 2.685 -1.632
H -1.697 0.533 -2.099
```

Results
* net charge: +2
* LUMO: -7.316 eV
* Kohn-Sham gap: 7.3 eV
* highest occupied orbital energy: -14.64 eV
* E: -1234.4781 a.u.
* relative energy (zero: lowest compared OMol25 entry of this formula, charge and spin): 0.000 eV

Here are the Löwdin charges for atoms 1 to 6, given in e:
1 Be 0.16
2 O 0.16
3 C -0.49
4 O 0.16
5 C -0.11
6 C 0.02



No. 5
Below is an isolated molecule of C20H22ClN5O in a non-equilibrium geometry, with properties calculated with ωB97M-V/def2-TZVPD.

```
49
Properties=species:S:1:pos:R:3
C 2.598 -0.752 4.053
C 2.655 0.383 3.039
C 2.529 1.653 3.491
C 2.549 2.737 2.598
C 2.648 2.542 1.211
C 2.816 1.233 0.707
C 2.950 1.087 -0.779
C 4.388 0.851 -1.277
C 4.234 0.019 -2.557
C 2.803 -0.536 -2.501
N 2.270 -0.136 -1.217
N 0.841 -0.250 -0.952
C -0.201 0.604 -1.349
O 0.074 1.682 -1.895
C -1.676 0.254 -1.222
C -2.624 0.917 -2.068
N -3.962 0.663 -2.065
C -4.363 -0.247 -1.180
C -3.544 -0.954 -0.325
C -4.439 -1.804 0.414
C -4.078 -2.828 1.457
N -5.684 -1.691 -0.008
N -5.684 -0.667 -0.946
C -6.825 -0.300 -1.785
C -2.139 -0.739 -0.332
Cl -1.150 -1.783 0.706
C 2.850 0.196 1.661
H 3.186 -1.597 3.691
H 1.593 -1.124 4.235
H 2.991 -0.434 5.026
H 2.434 1.882 4.548
H 2.500 3.753 2.968
H 2.691 3.402 0.517
H 2.481 1.935 -1.331
H 4.932 0.236 -0.506
H 4.995 1.734 -1.448
H 4.395 0.648 -3.456
H 4.984 -0.801 -2.554
H 2.786 -1.623 -2.618
H 2.224 -0.041 -3.295
H 0.600 -1.108 -0.435
H -2.272 1.673 -2.718
H -4.950 -3.360 1.836
H -3.601 -2.313 2.300
H -3.426 -3.595 1.081
H -6.531 -0.087 -2.821
H -7.326 0.593 -1.413
H -7.558 -1.102 -1.782
H 3.034 -0.803 1.293
```

Results
* LUMO: -0.065 eV
* Kohn-Sham gap: 8.6 eV
* highest occupied orbital energy: -8.62 eV
* E: -1584.5011 a.u.
* relative energy (zero: lowest compared OMol25 entry of this formula, charge and spin): 1.227 eV
* SMILES string: Cc1cccc([C@H]2CCCN2NC(=O)c2cnc3c(c(C)nn3C)c2Cl)c1

Here are the Löwdin charges for atoms 1 to 6, given in e:
1 C -0.05
2 C -0.28
3 C -0.08
4 C -0.07
5 C -0.03
6 C -0.17



No. 6
Below is a structure of composition C20H22F3N3O3 in a non-equilibrium geometry, with properties calculated with ωB97M-V/def2-TZVPD.

```
51
Properties=species:S:1:pos:R:3
C -3.255 2.730 -1.843
H -3.746 2.029 -1.102
H -3.806 2.417 -2.797
H -3.312 3.748 -1.668
C -1.905 2.340 -2.369
C -1.175 3.336 -3.229
H -1.222 4.456 -2.803
H -1.627 3.120 -4.283
H -0.027 2.947 -3.503
H -1.772 1.275 -2.531
O -0.785 2.458 -0.940
C -0.951 1.629 -0.055
C -1.977 0.466 -0.134
C -1.752 -0.443 1.196
C -1.083 -0.073 2.142
C -0.378 1.257 2.370
C -0.532 2.029 1.186
H 0.153 2.972 1.221
H 0.236 1.260 3.157
H -1.058 -0.655 3.237
C -2.496 -1.691 1.062
O -2.997 -1.958 2.289
C -2.362 -2.589 -0.023
H -3.139 -2.059 -0.646
C -2.619 -4.188 0.049
C -1.542 -4.935 0.413
C -0.585 -3.957 1.005
N 0.040 -2.988 0.273
C 0.984 -2.031 0.717
O 1.614 -2.496 1.652
C 1.442 -0.976 -0.074
N 0.911 -0.463 -1.363
N 1.514 0.663 -1.416
C 2.251 1.101 -0.511
C 2.242 0.073 0.451
H 2.949 -0.200 1.506
C 3.139 2.211 -0.611
F 2.787 3.207 0.802
F 2.957 2.989 -1.572
F 4.603 2.163 -0.280
H 1.161 1.269 -2.136
C -0.957 -2.327 -0.535
H -1.006 -3.078 -1.601
H -0.914 -1.387 -1.144
H 0.600 -4.593 1.134
H -0.891 -3.795 2.057
H -1.868 -5.729 1.039
H -1.359 -5.239 -0.548
H -3.335 -4.562 -0.627
H -3.255 -3.942 1.181
H -2.392 0.108 -0.859
```

Results
* LUMO: -0.266 eV
* Kohn-Sham gap: 7.8 eV
* highest occupied orbital energy: -8.05 eV
* E: -1464.2697 a.u.
* relative energy (zero: lowest compared OMol25 entry of this formula, charge and spin): 18.942 eV

Here are the Löwdin charges for atoms 1 to 6, given in e:
1 C -0.04
2 H 0.11
3 H 0.13
4 H 0.06
5 C -0.23
6 C -0.08



Which value of E does entry 1 give?
-1128.0900 a.u.



Repeat the second record exactly.
Below is a structure of composition C20H21O3Tm in a non-equilibrium geometry, with properties calculated with ωB97M-V/def2-TZVPD.

```
45
Properties=species:S:1:pos:R:3
C -0.700 -3.033 2.118
C -0.172 -1.998 2.952
C -0.503 -0.737 2.365
H 0.319 -2.148 3.917
C -1.243 -0.999 1.167
C -1.367 -2.413 1.020
H -1.927 -2.938 0.245
H -0.699 -4.102 2.353
H -0.270 0.244 2.783
H -1.698 -0.244 0.527
C 2.596 -1.193 -1.151
C 2.781 -2.601 -0.952
C 1.557 -3.262 -1.280
H 3.716 -3.098 -0.699
C 0.614 -2.270 -1.689
C 1.246 -0.986 -1.590
H 0.802 -0.032 -1.872
H 3.370 -0.437 -1.032
H 1.420 -4.342 -1.318
H -0.386 -2.471 -2.074
Tm 1.085 -1.812 0.758
O -0.885 1.702 -0.520
C -0.518 2.735 0.359
C -1.883 2.924 -0.277
H -0.517 2.422 1.397
H 0.238 3.433 0.005
H -2.759 2.647 0.330
H -4.119 4.444 -0.709
C -3.302 4.678 -1.411
C -2.096 3.917 -1.330
C -1.061 4.250 -2.241
H -0.127 3.689 -2.199
C -1.232 5.272 -3.183
H -0.421 5.492 -3.882
C -2.421 6.008 -3.238
H -2.541 6.812 -3.964
C -3.458 5.709 -2.337
H -4.392 6.282 -2.370
C 2.933 -4.809 3.289
C 3.081 -4.138 1.965
O 3.803 -4.621 1.090
O 2.383 -3.018 1.834
H 2.812 -5.886 3.137
H 2.085 -4.411 3.848
H 3.855 -4.662 3.862
```

Results
* LUMO (alpha / beta): -0.045 / -0.020 eV
* expectation value of S²: 2.003
* Kohn-Sham gap (alpha / beta): 8.3 / 8.3 eV
* highest occupied orbital energy (alpha / beta): -8.34 / -8.37 eV
* multiplicity: 3
* E: -2085.6359 a.u.
* relative energy (zero: lowest compared OMol25 entry of this formula, charge and spin): 0.000 eV

Here are the Löwdin charges for atoms 1 to 6, given in e:
1 C -0.18
2 C -0.20
3 C -0.21
4 H 0.11
5 C -0.21
6 C -0.19



Look up the E of the fifth one.
-1584.5011 a.u.